1.
The following is a DFT calculation (ωB97M-V/def2-TZVPD) of a molecular structure, C2H13NO4 at a distorted geometry.

Each line ends with the Löwdin charge.
Geometry (Å):
1 C 2.8235 0.4040 0.8374  -0.128
2 N 2.7098 0.3829 -0.6128  0.051
3 C -0.2949 -0.9503 -1.3677  -0.148
4 O 0.2583 0.2931 -1.2705  -0.063
5 H 2.7957 -0.6234 1.2420  0.088
6 H 3.7845 0.8253 1.1724  0.091
7 H 1.9653 0.9472 1.2288  0.064
8 H 1.6940 0.5127 -0.8861  0.023
9 H -1.2041 -1.1235 -0.7643  0.082
10 H 0.4772 -1.7306 -1.1171  0.155
11 H -0.4495 -1.1817 -2.4225  0.092
12 H -1.0606 0.2438 1.7186  0.012
13 H -3.5795 1.3123 1.7230  -0.002
14 O -2.8076 1.1461 1.1712  -0.207
15 H -3.0284 0.3182 0.2118  -0.039
16 H -3.7351 -0.7281 -0.9889  0.042
17 O -2.9149 -0.5000 -0.5324  -0.115
18 H 3.0716 -0.3625 -1.1962  0.093
19 H -0.3494 0.4778 0.4535  -0.006
20 O -0.1560 0.3366 1.4002  -0.085

Values from the calculation:
**Gap between HOMO and LUMO**: 0.13655 Eh

2.
The following is a DFT calculation (ωB97M-V/def2-TZVPD) of 2 unconnected molecules or ions with the total composition C5H15NO at a distorted geometry.

Each line ends with the Löwdin charge.
Geometry (Å):
1 C 0.0903 0.8918 -2.3274  -0.111
2 C 0.6698 0.6736 -0.9025  -0.217
3 C -0.2226 -0.4307 -0.2828  -0.404
4 C 0.0055 -1.8537 -0.8379  -0.053
5 N 0.0380 -0.3780 1.2047  -0.127
6 C -1.2329 -0.5632 2.0307  -0.077
7 H 0.0064 -0.0975 -2.7585  0.052
8 H 0.6934 1.5669 -3.0049  0.081
9 H -0.8124 1.5236 -2.3557  0.075
10 H 1.7054 0.3379 -0.8826  0.110
11 H 0.6193 1.6147 -0.3739  0.082
12 H -1.2942 -0.1107 -0.4635  0.143
13 H 0.2220 -2.5161 0.0218  0.080
14 H -0.9845 -2.2005 -1.1223  0.069
15 H 0.6259 -1.9957 -1.7116  0.071
16 H 0.6474 -1.1727 1.4053  0.086
17 H -2.0575 -1.0140 1.4786  0.073
18 H -1.3692 0.4848 2.3294  0.075
19 H -0.8871 -1.1370 2.8894  0.073
20 O 0.9257 2.4102 2.0493  -0.092
21 H 0.7471 1.4868 1.7790  -0.017
22 H 1.8642 2.4796 1.8354  0.030

Values from the calculation:
**SMILES**: CC[C@@H](C)NC.O
**Gap between HOMO and LUMO**: 0.37546 Eh